# 1
Here is a molecular structure, C22H41BiCl3N3O4Si in a non-equilibrium geometry from the OMol25 dataset. Energies are from ωB97M-V/def2-TZVPD.

CARTESIAN COORDINATES (ANGSTROEM)
C1 -1.417 3.371 1.596
C2 -2.423 2.252 1.524
H1 -1.850 4.375 1.465
H2 -0.701 3.205 0.771
H3 -0.836 3.327 2.545
C3 -3.759 2.413 1.398
C4 -4.437 3.751 1.317
H4 -4.422 1.540 1.466
H5 -3.771 4.514 0.881
H6 -4.869 4.130 2.266
H7 -5.274 3.649 0.611
Bi1 0.525 -0.705 -0.239
Cl1 1.501 -0.521 2.093
Cl2 1.453 0.937 -2.036
H8 4.734 -5.035 -1.373
H9 6.263 -3.800 0.378
C5 4.449 -4.044 -1.745
C6 5.897 -2.877 -0.087
N1 4.574 -3.069 -0.666
H10 3.414 -4.056 -2.086
C7 3.544 -2.332 -0.265
O1 2.411 -2.362 -0.813
H11 5.818 -2.107 0.686
H12 3.730 -1.682 0.607
H13 5.113 -3.773 -2.574
H14 6.623 -2.542 -0.840
H15 -1.665 2.347 -1.568
H16 -4.254 1.087 -1.143
C8 -1.809 1.892 -2.558
C9 -4.047 0.861 -2.202
N2 -2.615 0.684 -2.410
H17 -0.828 1.659 -2.990
C10 -2.071 -0.545 -2.378
O2 -0.844 -0.766 -2.411
H18 -4.570 -0.065 -2.493
H19 -2.818 -1.371 -2.334
H20 -2.373 2.598 -3.179
H21 -4.394 1.700 -2.812
O3 -0.963 0.891 0.383
C11 -1.743 0.889 1.522
C12 -3.513 -0.954 0.805
C13 -2.761 -0.299 1.780
H22 -3.333 -0.774 -0.266
C14 -4.564 -1.802 1.186
H23 -1.022 0.887 2.362
C15 -3.008 -0.582 3.127
H24 -5.201 -2.272 0.430
C16 -4.836 -2.060 2.531
C17 -4.059 -1.422 3.499
H25 -2.416 -0.079 3.892
H26 -5.655 -2.734 2.842
H27 -4.269 -1.565 4.559
Si1 3.826 2.878 -1.105
Cl3 1.925 3.310 -0.019
C18 3.886 2.554 -3.013
C19 4.597 1.686 0.084
C20 5.078 4.319 -1.189
H28 3.086 1.908 -3.410
H29 4.850 2.088 -3.280
H30 3.883 3.524 -3.543
H31 4.813 5.023 -1.996
H32 6.070 3.901 -1.465
H33 5.198 4.845 -0.227
H34 3.947 0.880 0.398
H35 4.912 2.259 0.964
H36 5.505 1.274 -0.364
C21 0.148 -4.221 1.447
C22 -1.130 -3.648 0.901
N3 -2.214 -4.405 1.150
O4 -1.217 -2.566 0.267
H37 0.020 -5.275 1.734
H38 0.451 -3.634 2.324
H39 0.943 -4.135 0.700
H40 -3.146 -4.089 0.889
H41 -2.085 -5.241 1.697

Cartesian forces (eV/Å) of the 3 atoms listed first:
C 0.333 0.125 -0.395
C -1.136 -0.031 0.127
H 0.148 -0.436 0.253

F_max   2.48 eV/Å
Spin multiplicity   1
Kohn-Sham gap   8.41 eV
DFT total energy   -87428.37324 eV
Energy relative to the best compared isomer or geometry (same formula, charge and spin)   0.0000 eV
LUMO level   0.40 eV


# 2
Here is a molecular structure, C22H41BrIrNOP3 in a non-equilibrium geometry from the OMol25 dataset. Energies are from ωB97M-V/def2-TZVPD.

CARTESIAN COORDINATES (ANGSTROEM)
Ir1 -0.427 0.287 0.127
P1 0.179 -0.753 2.150
P2 -2.140 1.696 0.680
P3 1.078 2.014 0.456
H1 -0.249 -2.087 -2.943
C1 0.534 -2.697 -3.356
C2 1.082 -3.700 -2.672
H2 0.451 -4.367 -2.081
C3 -0.208 -2.551 2.163
C4 -0.717 -0.064 3.579
C5 1.926 -0.758 2.598
C6 -2.706 2.414 -0.911
C7 -3.661 0.915 1.338
C8 -2.114 3.163 1.791
C9 2.894 1.728 0.382
C10 1.074 2.802 2.126
C11 0.663 3.450 -0.592
H3 0.783 -2.457 -4.395
H4 2.156 -3.965 -2.749
H5 -0.023 -2.972 1.164
H6 -1.252 -2.741 2.450
H7 0.457 -3.047 2.887
H8 -1.798 -0.162 3.457
H9 -0.474 0.985 3.749
H10 -0.406 -0.632 4.462
H11 2.538 -1.022 1.733
H12 2.077 -1.525 3.366
H13 2.247 0.203 3.002
H14 -3.117 3.422 -0.745
H15 -3.499 1.780 -1.331
H16 -1.887 2.486 -1.644
H17 -4.359 1.703 1.660
H18 -3.427 0.299 2.216
H19 -4.161 0.298 0.581
H20 -2.147 4.097 1.215
H21 -1.246 3.203 2.447
H22 -2.996 3.135 2.444
H23 3.417 2.645 0.680
H24 3.210 1.451 -0.627
H25 3.177 0.932 1.083
H26 2.070 2.740 2.583
H27 0.374 2.322 2.808
H28 0.826 3.862 2.002
H29 1.534 4.104 -0.663
H30 -0.161 4.017 -0.153
H31 0.383 3.127 -1.596
C12 2.301 -0.902 -1.369
C13 2.201 -0.220 -2.626
C14 3.357 0.086 -3.325
C15 4.619 -0.169 -2.797
C16 4.733 -0.838 -1.567
C17 3.610 -1.178 -0.837
O1 1.227 -1.267 -0.723
H32 0.533 0.896 -1.111
H33 1.212 0.011 -3.011
H34 3.246 0.530 -4.313
H35 5.506 0.177 -3.339
H36 5.708 -1.064 -1.133
H37 3.675 -1.664 0.142
Br1 -4.433 -3.795 1.318
C18 -3.590 -2.740 -0.059
C19 -3.894 -2.939 -1.398
C20 -3.164 -2.200 -2.327
C21 -2.159 -1.325 -1.879
N1 -1.910 -1.117 -0.572
C22 -2.660 -1.781 0.325
H38 -4.670 -3.642 -1.697
H39 -3.357 -2.281 -3.395
H40 -1.513 -0.807 -2.601
H41 -2.531 -1.551 1.372

Cartesian forces (eV/Å) of the 3 atoms listed first:
Ir 0.228 1.738 -0.210
P 0.003 -0.542 -0.011
P -1.679 1.326 0.213

F_max   2.96 eV/Å
Expectation value of S²   6.040
Spin multiplicity   5
Kohn-Sham gap (spin up / spin down)   4.45 / 4.37 eV
DFT total energy   -127734.81245 eV
Total charge   +3
Energy relative to the best compared isomer or geometry (same formula, charge and spin)   0.0000 eV
LUMO level (spin up / spin down)   -10.17 / -13.01 eV


# 3
Here is 9 unconnected molecules or ions with the total composition C22H41Cl8FN4O4 in a non-equilibrium geometry from the OMol25 dataset. Energies are from ωB97M-V/def2-TZVPD.

CARTESIAN COORDINATES (ANGSTROEM)
F1 -4.367 0.369 -5.943
C1 -3.950 -0.082 -4.705
C2 -2.964 0.603 -3.945
C3 -2.538 0.195 -2.650
C4 -3.139 -0.945 -2.109
C5 -4.030 -1.680 -2.889
C6 -4.456 -1.221 -4.114
H1 -2.540 1.509 -4.353
H2 -1.851 0.722 -2.004
H3 -2.949 -1.173 -1.071
H4 -4.463 -2.597 -2.519
H5 -5.240 -1.799 -4.581
C7 -3.512 0.079 1.400
N1 -3.842 -1.197 1.914
C8 -4.509 -2.220 1.305
C9 -4.315 -3.485 2.041
O1 -5.055 -2.116 0.225
H6 -4.244 0.389 0.654
H7 -2.478 0.096 1.055
H8 -3.645 0.799 2.207
H9 -3.351 -1.383 2.777
H10 -4.348 -4.319 1.340
H11 -5.157 -3.685 2.704
H12 -3.348 -3.461 2.545
C10 2.453 -0.292 1.918
N2 1.150 -0.042 1.291
C11 0.357 -0.979 0.818
C12 0.087 -2.426 1.385
O2 -0.315 -0.669 -0.127
H13 2.557 -1.346 2.175
H14 2.624 0.270 2.836
H15 3.144 -0.050 1.111
H16 1.075 0.784 0.714
H17 0.733 -3.086 0.806
H18 -0.993 -2.564 1.330
H19 0.414 -2.651 2.399
C13 -4.673 3.748 -1.230
N3 -3.343 3.452 -0.573
C14 -3.000 3.704 0.669
C15 -1.687 3.211 1.247
O3 -3.754 4.270 1.391
H20 -4.650 4.634 -1.865
H21 -5.512 3.821 -0.539
H22 -4.991 2.984 -1.941
H23 -2.617 3.155 -1.210
H24 -1.950 2.359 1.874
H25 -1.164 4.002 1.785
H26 -1.117 2.780 0.424
C16 1.716 1.179 -2.654
N4 3.033 0.817 -3.104
C17 3.852 0.039 -2.426
C18 5.184 -0.330 -3.063
O4 3.622 -0.257 -1.264
H27 1.653 1.699 -1.698
H28 1.051 0.325 -2.526
H29 1.351 1.765 -3.498
H30 3.257 1.125 -4.039
H31 5.666 -1.200 -2.617
H32 6.000 0.383 -3.185
H33 4.909 -0.608 -4.080
Cl1 5.658 0.545 2.078
C19 6.772 1.041 3.475
Cl2 8.101 1.912 2.688
H34 6.200 1.692 4.136
H35 7.104 0.104 3.922
Cl3 3.910 4.882 2.656
C20 3.314 3.379 1.807
Cl4 1.706 3.623 1.118
H36 4.060 3.014 1.101
H37 3.354 2.654 2.619
Cl5 1.225 -4.588 -1.745
C21 0.675 -3.359 -2.831
Cl6 1.697 -3.016 -4.111
H38 -0.317 -3.730 -3.086
H39 0.490 -2.563 -2.110
Cl7 4.523 -0.970 5.609
C22 4.011 -2.704 5.393
Cl8 4.157 -3.207 3.664
H40 4.563 -3.332 6.093
H41 2.970 -2.780 5.707

Cartesian forces (eV/Å) of the 3 atoms listed first:
F 0.508 -0.480 1.517
C 1.296 0.620 1.378
C 0.082 0.331 -0.242

F_max   4.07 eV/Å
SMILES string   Fc1ccccc1.CNC(C)=O.CNC(C)=O.CNC(C)=O.CNC(C)=O.ClCCl.ClCCl.ClCCl.ClCCl
Spin multiplicity   1
Kohn-Sham gap   9.22 eV
DFT total energy   -140526.01357 eV
Energy relative to the best compared isomer or geometry (same formula, charge and spin)   0.0000 eV
LUMO level   0.24 eV


# 4
Here is a molecular structure, C22H41ClMnN8PS in a non-equilibrium geometry from the OMol25 dataset. Energies are from ωB97M-V/def2-TZVPD.

CARTESIAN COORDINATES (ANGSTROEM)
Mn1 0.700 -0.490 1.375
N1 0.331 0.244 5.837
C1 1.079 0.440 4.744
N2 0.605 -0.283 3.750
C2 -0.475 -0.925 4.305
N3 -0.653 -0.617 5.574
C3 -1.316 -1.758 3.487
C4 -2.279 -2.623 4.007
N4 -3.088 -3.312 3.231
C5 -2.949 -3.132 1.917
C6 -1.969 -2.321 1.377
N5 -1.125 -1.627 2.148
H1 0.413 0.676 6.748
H2 1.922 1.098 4.688
H3 -2.392 -2.732 5.075
H4 -3.644 -3.656 1.280
H5 -1.859 -2.199 0.308
C7 4.560 -0.063 2.087
P1 3.198 -1.094 1.425
C8 4.060 -1.739 -0.065
C9 3.313 -2.572 2.518
H6 5.478 -0.649 2.112
H7 4.322 0.301 3.084
H8 4.701 0.799 1.436
H9 4.983 -2.230 0.242
H10 4.298 -0.909 -0.727
H11 3.432 -2.445 -0.603
H12 4.328 -2.971 2.516
H13 2.619 -3.339 2.170
H14 3.030 -2.285 3.529
C10 0.892 3.087 -5.306
C11 -0.195 2.067 -4.982
C12 0.288 0.928 -4.083
C13 0.837 1.413 -2.741
N6 -0.122 2.225 -2.028
C14 -0.981 1.755 -1.121
S1 -1.072 0.098 -0.777
N7 -1.770 2.632 -0.499
C15 -2.739 2.280 0.514
C16 -4.098 1.897 -0.072
C17 -4.881 3.054 -0.696
C18 -4.318 3.561 -2.022
H15 0.535 3.788 -6.056
H16 1.774 2.588 -5.700
H17 1.184 3.662 -4.429
H18 -0.556 1.630 -5.913
H19 -1.041 2.570 -4.508
H20 1.076 0.366 -4.585
H21 -0.541 0.248 -3.883
H22 1.743 2.005 -2.882
H23 1.070 0.553 -2.102
H24 -0.171 3.201 -2.281
H25 -1.740 3.597 -0.792
H26 -2.840 3.128 1.195
H27 -2.332 1.423 1.065
H28 -4.690 1.474 0.741
H29 -3.937 1.110 -0.811
H30 -4.949 3.882 0.012
H31 -5.896 2.696 -0.870
H32 -3.430 4.175 -1.886
H33 -5.059 4.175 -2.529
H34 -4.067 2.727 -2.674
C19 2.043 -4.916 -1.770
C20 0.658 -4.527 -1.233
C21 0.727 -3.263 -0.564
N8 0.865 -2.250 -0.039
H35 1.980 -5.878 -2.270
H36 2.765 -4.994 -0.959
H37 2.403 -4.176 -2.481
H38 0.293 -5.283 -0.533
H39 -0.060 -4.447 -2.054
Cl1 2.201 2.260 2.331
C22 1.016 1.665 1.150
H40 1.410 1.997 0.179
H41 0.101 2.233 1.371

Cartesian forces (eV/Å) of the 3 atoms listed first:
Mn -0.104 1.241 -0.179
N 0.245 -0.011 -0.364
C 0.016 -0.058 -0.106

F_max   1.86 eV/Å
Expectation value of S²   8.760
Spin multiplicity   6
Kohn-Sham gap (spin up / spin down)   6.15 / 7.00 eV
DFT total energy   -99363.27415 eV
Total charge   +1
Energy relative to the best compared isomer or geometry (same formula, charge and spin)   1.1155 eV
LUMO level (spin up / spin down)   -2.95 / -3.07 eV


# 5
Here is a molecular structure, C22H41F3HgN6O11S in a non-equilibrium geometry from the OMol25 dataset. Energies are from ωB97M-V/def2-TZVPD.

CARTESIAN COORDINATES (ANGSTROEM)
Hg1 -1.827 3.940 -3.121
O1 -3.688 4.242 -1.862
H1 -2.899 3.924 -1.382
C1 0.513 0.736 -0.671
F1 1.325 1.684 -1.178
F2 0.541 -0.246 -1.497
F3 1.012 0.248 0.476
S1 -1.306 1.417 -0.386
O2 -1.483 2.387 -1.489
O3 -2.085 0.166 -0.482
O4 -1.304 2.141 0.909
C2 -1.939 5.205 4.334
O5 -1.194 5.378 3.440
N1 -2.176 4.018 4.874
C3 -3.176 4.008 5.935
C4 -1.779 2.823 4.219
H2 -2.380 6.007 4.945
H3 -4.097 3.546 5.577
H4 -3.195 4.704 6.774
H5 -2.976 3.145 6.571
H6 -1.158 2.925 3.329
H7 -1.267 2.063 4.810
H8 -2.680 2.316 3.874
C5 4.750 -1.400 1.313
O6 3.797 -2.005 0.924
N2 4.999 -0.111 0.868
C6 6.160 0.647 1.443
C7 4.129 0.555 -0.179
H9 5.425 -1.777 2.097
H10 6.879 0.062 2.015
H11 5.861 1.493 2.062
H12 6.771 1.116 0.672
H13 4.655 0.684 -1.124
H14 3.192 0.047 -0.409
H15 3.944 1.549 0.228
C8 -1.433 -0.828 3.381
O7 -2.397 -0.497 4.034
N3 -0.662 -1.891 3.678
C9 0.429 -2.118 2.717
C10 -1.063 -2.779 4.803
H16 -1.121 -0.295 2.470
H17 1.338 -1.931 3.289
H18 0.547 -1.342 1.961
H19 0.363 -3.144 2.354
H20 -1.493 -3.691 4.388
H21 -0.149 -2.957 5.371
H22 -1.848 -2.426 5.472
C11 5.114 -0.728 -4.108
O8 6.267 -0.810 -4.437
N4 4.318 0.324 -4.415
C12 2.970 0.511 -3.709
C13 4.629 1.342 -5.449
H23 4.674 -1.482 -3.437
H24 2.812 -0.339 -3.044
H25 2.187 0.528 -4.467
H26 2.861 1.448 -3.163
H27 4.872 2.330 -5.056
H28 5.530 1.145 -6.030
H29 3.835 1.482 -6.182
C14 -4.689 1.201 0.955
O9 -4.723 2.172 0.168
N5 -5.471 0.087 0.909
C15 -4.974 -1.130 1.659
C16 -6.534 0.026 -0.049
H30 -3.962 1.083 1.773
H31 -5.115 -1.944 0.948
H32 -5.602 -1.270 2.538
H33 -3.903 -1.085 1.859
H34 -6.324 -0.837 -0.680
H35 -7.507 -0.002 0.441
H36 -6.516 0.902 -0.698
C17 -0.833 -4.262 -2.698
C18 -0.911 -2.854 -2.904
C19 -0.189 -2.342 -3.992
C20 0.488 -3.213 -4.865
C21 0.473 -4.593 -4.704
C22 -0.249 -5.104 -3.593
N6 1.268 -2.542 -5.955
O10 1.584 -1.342 -5.756
O11 1.426 -3.104 -6.986
H37 -1.153 -4.699 -1.764
H38 -1.181 -2.126 -2.154
H39 -0.057 -1.280 -4.134
H40 1.087 -5.117 -5.422
H41 -0.353 -6.114 -3.226

Cartesian forces (eV/Å) of the 3 atoms listed first:
Hg -1.605 0.091 0.446
O 2.554 0.117 -2.096
H -1.363 -0.348 2.017

F_max   3.80 eV/Å
Spin multiplicity   1
Kohn-Sham gap   3.95 eV
DFT total energy   -78094.48535 eV
LUMO level   -4.70 eV


# 6
Here is a molecular structure, C22H42AgF3NO6 in a non-equilibrium geometry from the OMol25 dataset. Energies are from ωB97M-V/def2-TZVPD.

CARTESIAN COORDINATES (ANGSTROEM)
Ag1 21.621 -13.007 17.703
C1 23.468 -15.050 16.350
O1 23.558 -13.576 16.305
O2 22.452 -15.326 17.079
C2 23.403 -15.576 14.892
F1 22.491 -14.932 14.132
F2 24.591 -15.451 14.228
F3 23.098 -16.880 14.839
C3 24.595 -12.906 15.620
C4 24.412 -11.422 15.868
H1 24.066 -11.227 16.886
H2 25.360 -10.873 15.796
H3 23.709 -10.955 15.175
H4 24.568 -13.135 14.551
H5 25.585 -13.207 15.993
H6 24.440 -15.426 16.761
C5 17.714 -14.763 17.134
C6 17.864 -13.621 18.130
C7 16.476 -13.301 18.692
C8 16.487 -12.502 19.973
C9 17.319 -13.228 21.020
C10 18.746 -13.497 20.510
N1 18.729 -14.080 19.192
O3 19.973 -14.563 18.798
C11 19.452 -14.445 21.468
C12 19.561 -12.169 20.542
C13 18.374 -12.388 17.356
H7 16.992 -14.505 16.348
H8 17.421 -15.708 17.593
H9 18.679 -14.956 16.655
H10 15.904 -14.219 18.886
H11 15.872 -12.820 17.910
H12 15.476 -12.319 20.358
H13 16.920 -11.497 19.878
H14 16.861 -14.193 21.260
H15 17.439 -12.629 21.927
H16 20.513 -14.440 21.229
H17 19.076 -15.469 21.461
H18 19.308 -14.083 22.497
H19 20.628 -12.369 20.449
H20 19.378 -11.609 21.472
H21 19.240 -11.492 19.751
H22 19.379 -12.583 16.984
H23 18.384 -11.474 17.951
H24 17.726 -12.198 16.490
C14 21.230 -12.441 12.686
C15 20.401 -12.788 13.896
O4 20.832 -12.634 15.010
C16 19.018 -13.346 13.680
H25 22.118 -11.899 13.004
H26 20.648 -11.904 11.936
H27 21.582 -13.378 12.246
H28 18.704 -13.950 14.529
H29 18.971 -13.960 12.778
H30 18.307 -12.519 13.588
C17 22.337 -8.551 16.832
C18 21.335 -9.648 16.620
O5 21.402 -10.709 17.189
C19 20.187 -9.337 15.691
H31 22.735 -8.337 15.829
H32 23.164 -8.778 17.495
H33 21.834 -7.613 17.083
H34 19.450 -8.697 16.176
H35 19.717 -10.234 15.301
H36 20.597 -8.777 14.841
C20 25.174 -10.332 20.000
C21 23.802 -10.875 20.351
O6 23.330 -11.786 19.723
C22 23.021 -10.212 21.454
H37 25.545 -10.899 19.149
H38 25.875 -10.380 20.832
H39 25.019 -9.294 19.689
H40 23.173 -9.132 21.489
H41 23.364 -10.610 22.415
H42 21.963 -10.440 21.347

Cartesian forces (eV/Å) of the 3 atoms listed first:
Ag -0.530 -1.639 0.495
C -0.041 -0.166 0.940
O 0.524 0.595 -0.602

F_max   1.79 eV/Å
Spin multiplicity   1
Kohn-Sham gap   4.10 eV
DFT total energy   -49420.36324 eV
Total charge   -1
Energy relative to the best compared isomer or geometry (same formula, charge and spin)   0.0000 eV
LUMO level   2.26 eV